Record 1
Molecular formula: C14H16O
Method: DFT, ωB97M-V/def2-TZVPD

Computed properties:
- LUMO level: 0.74 eV
- Largest force on an atom: 5.2 eV Å⁻¹
- Total charge: 0
- E: -16821.9870 eV
- Energy above the lowest of the compared OMol25 structures with the same formula, charge and spin: 74.9 kcal per mole
- M: 200.281 g/mol
- HOMO level: -8.04 eV
- Structure (SMILES): Cc1ccc(O)cc1.Cc1ccccc1
- HOMO-LUMO gap: 8.78 eV

XYZ file:
```
31
Properties=species:S:1:pos:R:3:mulliken_charge:R:1
C 0.45319 2.12181 1.09768 -1.387
C -2.75248 0.37337 1.90568 -0.477
C -1.78457 1.10344 1.16934 -0.699
C -2.57119 0.23664 3.30496 -0.487
C -0.55433 1.37896 1.91108 1.085
C -1.41348 0.64984 3.92646 -0.449
C -0.35025 1.04281 3.21929 -0.415
H -3.59054 -0.06383 1.46366 0.448
H -2.26315 1.31436 0.26228 0.369
H -3.33308 -0.06751 3.85234 0.510
H -1.16913 0.24326 4.99330 0.213
H 1.23243 1.36666 0.63521 0.040
H 1.11880 2.79753 1.54234 0.460
H 0.65425 1.18536 3.58939 0.412
H 0.19734 2.64614 0.20487 0.379
C -0.75272 0.00189 -3.51046 -1.234
C 1.55677 0.10518 -2.32307 -0.559
C 0.39313 -0.69399 -2.74200 0.683
C 2.37999 -0.41990 -1.35137 -0.685
C 2.20340 -1.78634 -0.96496 0.996
C 0.22321 -1.98852 -2.20380 -0.544
C 1.15855 -2.59823 -1.47581 -0.650
O 3.01054 -2.50268 -0.11345 -0.536
H 1.85451 1.03945 -2.74755 0.362
H 3.04778 0.12187 -0.62944 0.196
H -1.65869 0.25944 -2.88333 0.207
H -1.09601 -0.69243 -4.30615 0.347
H -0.63964 -2.53772 -2.60653 0.326
H 3.90560 -1.94839 0.00327 0.347
H 0.86012 -3.59708 -1.32069 0.374
H -0.32034 0.90862 -3.90255 0.368
```



Record 2
Molecular formula: C14H16O
Method: DFT, ωB97M-V/def2-TZVPD

Computed properties:
- LUMO level (alpha / beta): -3.75 / -7.16 eV
- Largest force on an atom: 2.4 eV Å⁻¹
- <S²>: 0.768
- Total charge: +1
- E: -16816.5753 eV
- Energy above the lowest of the compared OMol25 structures with the same formula, charge and spin: 23.9 kcal per mole
- M: 200.281 g/mol
- Spin multiplicity: 2
- HOMO level (alpha / beta): -12.19 / -12.19 eV
- HOMO-LUMO gap (alpha / beta): 8.44 / 5.03 eV

XYZ file:
```
31
Properties=species:S:1:pos:R:3:mulliken_charge:R:1
C -2.19143 1.54056 -3.44130 -1.555
C -1.21027 2.44777 0.07187 -0.020
C -2.01841 2.04079 -0.99394 -0.838
C 0.07672 2.93207 -0.10963 -0.714
C -1.39079 1.97249 -2.22306 0.994
C 0.67706 2.85978 -1.37983 -0.287
C -0.09613 2.42636 -2.42624 -0.596
H -1.61666 2.60203 1.07851 0.370
H -3.02344 1.68727 -0.82461 0.427
H 0.61188 3.52752 0.62065 0.490
H 1.72189 3.14422 -1.46178 0.429
H -2.97126 0.80197 -3.22487 0.366
H -1.53786 1.03171 -4.16539 0.376
H 0.35604 2.49128 -3.41248 0.396
H -2.68957 2.32231 -4.01279 0.319
C 0.44858 -4.74263 0.77016 -1.324
C 0.69082 -1.01137 0.26596 0.150
C 0.47278 -2.31197 0.06440 -0.564
C 1.12175 -0.60301 1.60934 0.675
C 0.58054 -3.28956 1.10268 0.937
C 1.03145 -1.52634 2.68141 -0.506
C 0.83402 -2.87270 2.43126 -0.580
O 1.27491 0.65796 1.88941 -0.427
H 0.28261 -0.21310 -0.36459 0.021
H 0.02871 -2.67168 -0.86969 0.394
H 0.72808 1.21165 1.30827 0.212
H 1.16136 -1.26245 3.72429 0.423
H -0.45636 -5.09393 0.26433 0.377
H 0.46852 -5.30873 1.70964 0.356
H 0.53007 -3.53788 3.21617 0.363
H 1.19944 -5.05327 0.03506 0.335
```



Record 3
Molecular formula: C14H16O2
Method: DFT, ωB97M-V/def2-TZVPD

Computed properties:
- LUMO level: 0.79 eV
- Largest force on an atom: 3.2 eV Å⁻¹
- Total charge: 0
- E: -18871.0732 eV
- Energy above the lowest of the compared OMol25 structures with the same formula, charge and spin: 36.0 kcal per mole
- M: 216.280 g/mol
- HOMO level: -8.50 eV
- Structure (SMILES): Cc1ccc(O)cc1.Cc1ccc(O)cc1
- HOMO-LUMO gap: 9.29 eV

XYZ file:
```
32
Properties=species:S:1:pos:R:3:mulliken_charge:R:1
C 0.55672 0.38956 3.23280 -1.379
C -0.12954 -0.72469 1.10432 0.023
C -0.33594 -0.56037 2.45094 0.560
C -0.93198 -1.62370 0.35984 -0.639
C -1.25574 -1.28143 3.18139 -0.608
C -1.75807 -2.43231 1.13401 0.464
C -1.88784 -2.34769 2.53449 -0.583
O -2.29440 -3.53816 0.49145 -0.550
H 0.47697 0.00139 0.57058 0.113
H -1.03192 -1.59716 -0.71065 0.322
H 1.38386 0.73957 2.58550 0.358
H 0.98026 -0.03709 4.13313 0.362
H -1.40212 -1.19805 4.23357 0.426
H -2.43113 -3.07041 3.11147 0.428
H -3.27046 -3.55042 0.64742 0.323
H 0.12899 1.40550 3.35252 0.295
C 0.16871 -0.65591 -3.43338 -1.167
C 2.28555 1.73216 -1.50098 -0.344
C 1.35622 2.57425 -0.92560 0.487
C 1.89383 0.75599 -2.43310 -0.538
C 0.51521 0.63154 -2.71132 0.577
C -0.03964 2.39349 -1.13030 -0.747
C -0.39474 1.46411 -2.11870 -0.355
O 1.96726 3.41795 -0.01255 -0.529
H 3.36103 1.64579 -1.30195 0.342
H 2.49232 -0.00411 -2.90677 0.306
H -0.85724 2.89320 -0.69764 0.504
H 1.40853 4.21304 0.03440 0.327
H -0.28125 -0.53875 -4.44209 0.344
H -0.30156 -1.33672 -2.70126 0.156
H -1.43765 1.42629 -2.45801 0.332
H 1.06574 -1.18689 -3.67356 0.391
```



Record 4
Molecular formula: C14H17AuNO10P2S
Method: DFT, ωB97M-V/def2-TZVPD

Computed properties:
- LUMO level (alpha / beta): -3.23 / -5.94 eV
- Largest force on an atom: 1.1 eV Å⁻¹
- <S²>: 2.009
- Total charge: +1
- E: -69857.6951 eV
- Energy above the lowest of the compared OMol25 structures with the same formula, charge and spin: 13.2 kcal per mole
- M: 650.269 g/mol
- Spin multiplicity: 3
- HOMO level (alpha / beta): -12.67 / -12.83 eV
- HOMO-LUMO gap (alpha / beta): 9.45 / 6.89 eV

XYZ file:
```
46
Properties=species:S:1:pos:R:3:mulliken_charge:R:1
Au -0.13473 -0.02075 -0.14362 1.560
C 4.67450 1.43731 0.14338 -1.780
C 3.38027 0.64594 0.30229 0.850
O 3.67456 -0.53256 1.02878 -0.566
P 2.14534 1.62420 1.20825 0.971
O 1.83924 2.90721 0.38443 -0.514
O 2.78640 2.08236 2.55695 -0.528
O 0.91722 0.75432 1.51923 -0.819
P 2.59281 0.24620 -1.31400 1.171
O 3.69469 -0.45006 -2.20399 -0.570
O 2.04176 1.51212 -1.88786 -0.863
O 1.57803 -0.88161 -1.00042 -0.920
H 5.09816 1.64333 1.12508 0.444
H 4.50963 2.37758 -0.38116 0.372
H 5.38376 0.82904 -0.41648 0.444
H 2.92552 -1.14230 0.97082 0.394
H 1.78206 2.67389 -0.58494 0.475
H 2.20009 2.14351 3.32178 0.364
H 4.10339 0.14255 -2.84798 0.395
O -1.25791 1.87708 -0.22825 -0.439
S -2.61787 1.87824 -0.91450 0.128
C -3.79006 1.18434 0.21431 0.695
C -3.36517 0.55138 1.37098 -0.509
C -4.31913 0.04081 2.23885 -0.685
C -5.66968 0.16798 1.94233 -0.560
C -6.08007 0.83023 0.79227 -0.489
C -5.13705 1.36168 -0.07388 -0.454
C -2.40457 0.50688 -2.06075 1.043
C -1.12836 0.40259 -2.62992 -1.288
C -0.87048 -0.63790 -3.51873 -0.299
C -1.87903 -1.52173 -3.86618 -0.735
C -3.15250 -1.37490 -3.32890 -0.459
C -3.42217 -0.36376 -2.41790 -0.846
H -2.31076 0.49962 1.61683 0.555
H -4.00860 -0.44465 3.15408 0.437
H -6.40855 -0.23126 2.62360 0.421
H -7.13335 0.95203 0.58044 0.423
H -5.44558 1.91231 -0.95482 0.487
H -0.35417 1.13497 -2.42318 1.066
H 0.11758 -0.73674 -3.94716 0.453
H -1.67829 -2.32138 -4.56597 0.431
H -3.94081 -2.06032 -3.61027 0.423
H -4.40648 -0.27701 -1.97969 0.350
O -3.53685 -2.17332 -0.16009 -0.269
N -2.47956 -2.68897 -0.21609 0.628
O -1.35346 -2.29532 -0.16065 -0.387
```



Record 5
Molecular formula: C14H17B
Method: DFT, ωB97M-V/def2-TZVPD

Computed properties:
- LUMO level: 0.62 eV
- Largest force on an atom: 4.9 eV Å⁻¹
- Total charge: 0
- E: -15467.2231 eV
- Energy above the lowest of the compared OMol25 structures with the same formula, charge and spin: 0.4 kcal per mole
- M: 196.102 g/mol
- HOMO level: -8.47 eV
- Structure (SMILES): CB(c1ccccc1)[C@H]1C=CC=C[C@@H]1C
- HOMO-LUMO gap: 9.09 eV

XYZ file:
```
32
Properties=species:S:1:pos:R:3:mulliken_charge:R:1
B 0.61380 0.63627 -0.02648 0.081
C 1.61725 -1.32508 -3.75876 -0.261
C 1.91526 -1.90116 -2.51739 -0.735
C 0.99816 -0.07683 -3.82737 -0.603
C 1.53936 -1.24080 -1.35760 -0.109
C 0.66908 0.57911 -2.59945 -0.534
C 0.91899 0.00207 -1.42711 0.540
C -1.59613 -1.52010 1.20378 -0.316
C -1.68432 -0.64945 0.22516 -0.925
C -0.75719 -1.18956 2.38708 -0.123
C -0.94434 0.75422 0.46452 -0.776
C -0.34322 0.07238 2.57131 -0.982
C -1.05556 1.16348 1.91857 0.773
C 1.87411 1.18862 0.64362 -1.298
C -2.50603 1.42140 2.39785 -1.629
H 1.96383 -1.98809 -4.58017 0.303
H 2.19888 -2.92506 -2.64480 0.333
H 0.77590 0.35901 -4.78311 0.403
H 1.47457 -1.68718 -0.31922 0.230
H 0.31802 1.64238 -2.65856 0.251
H -2.12693 -2.49567 1.37855 0.372
H -2.25280 -0.83894 -0.61985 0.516
H -0.43169 -2.09791 2.92937 0.404
H -1.23841 1.44221 -0.19539 0.822
H 0.32584 0.30326 3.40884 0.462
H -0.47984 2.15179 2.01752 0.375
H 2.74288 0.89893 0.05660 0.341
H 1.94734 0.89272 1.62856 0.454
H 1.81331 2.17533 0.57715 0.491
H -2.36468 1.31854 3.51849 0.368
H -3.13245 0.62012 2.04701 0.302
H -2.79299 2.31397 1.94129 0.470
```



Record 6
Molecular formula: C14H17F3N5O
Method: DFT, ωB97M-V/def2-TZVPD

Computed properties:
- LUMO level: -4.66 eV
- Largest force on an atom: 7.2 eV Å⁻¹
- Total charge: +1
- E: -32419.1121 eV
- M: 328.318 g/mol
- HOMO level: -11.72 eV
- Structure (SMILES): CCOCn1[nH]c(CCC(F)=C(F)F)n/c1=[NH+]/c1ccccn1
- HOMO-LUMO gap: 7.06 eV

XYZ file:
```
40
Properties=species:S:1:pos:R:3:mulliken_charge:R:1
C -1.82219 -1.94362 -2.10779 -0.389
C -0.54169 -1.39585 -3.03184 -0.345
O 0.60429 -1.30431 -2.08855 -0.411
C 0.57627 0.01703 -1.37781 -0.267
N 0.88813 -0.11408 0.08501 0.358
N 0.81333 -1.35575 0.69811 -0.234
C 1.15462 -1.40229 2.17085 0.206
C 1.09576 -2.75604 3.09371 -0.484
C -0.40884 -3.43862 2.83946 -0.641
C -1.64535 -2.39144 3.16350 0.411
F -1.90854 -1.86152 4.55215 -0.269
C -2.63056 -1.90847 2.11543 0.214
F -2.57727 -0.52006 1.53105 -0.199
F -3.74961 -2.78211 1.64038 -0.200
N 1.52251 0.03300 2.47548 -0.599
C 1.32030 0.82741 1.16796 0.353
N 1.51190 2.16275 1.05106 -0.048
C 1.29158 3.03398 -0.19657 0.007
C -0.24297 3.54239 -0.38836 -0.235
C -0.51246 4.53642 -1.70736 -0.324
C 0.89727 4.78864 -2.55020 -0.259
C 2.34970 4.14089 -2.20715 -0.125
N 2.51596 3.26171 -1.01467 -0.390
H -1.72602 -1.51897 -0.99874 -0.106
H -2.85182 -1.66939 -2.59310 0.328
H -1.64051 -3.11435 -2.00762 0.231
H -0.81699 -0.37574 -3.54356 0.265
H -0.28484 -2.15273 -3.89557 0.295
H -0.41490 0.62829 -1.61990 0.306
H 1.45755 0.64046 -1.87176 0.244
H 0.53991 -2.29262 0.32673 0.327
H 1.09859 -2.42213 4.22745 0.334
H 1.96811 -3.51830 2.91692 0.357
H -0.55956 -3.79189 1.72141 0.294
H -0.58421 -4.37838 3.54972 0.373
H 1.84318 2.69194 1.90330 0.306
H -1.11015 3.24150 0.35125 0.342
H -1.55350 4.99050 -1.98541 0.346
H 0.84113 5.50828 -3.49558 0.286
H 3.29189 4.36347 -2.89937 0.342
```



Question: Number 3 is which compound?
Answer: C14H16O2